(1)
{
  "formula": "C58H50FGeIrN6O8",
  "method": "wB97M-V/def2-TZVPD",
  "species": ["Ir", "C", "O", "C", "C", "C", "C", "C", "C", "C", "C", "C", "C", "C", "N", "C", "C", "C", "C", "C", "C", "C", "C", "C", "C", "O", "C", "C", "C", "C", "N", "C", "C", "C", "C", "C", "C", "O", "C", "C", "C", "C", "C", "C", "C", "N", "C", "C", "N", "C", "C", "C", "C", "O", "C", "C", "C", "H", "H", "H", "H", "H", "H", "H", "H", "H", "H", "H", "H", "H", "H", "H", "H", "H", "H", "H", "H", "H", "H", "H", "H", "H", "H", "H", "H", "H", "H", "H", "H", "H", "H", "H", "H", "F", "C", "C", "N", "C", "C", "O", "O", "C", "O", "N", "C", "O", "H", "H", "H", "H", "C", "Ge", "C", "C", "C", "H", "H", "H", "H", "H", "H", "H", "H", "H", "H"],
  "positions_angstrom": [[0.814, -0.257, -1.788], [-4.484, -4.764, 4.177], [-4.825, -4.897, 2.818], [-3.936, -4.417, 1.891], [-4.348, -4.438, 0.559], [-3.548, -3.913, -0.438], [-2.299, -3.372, -0.135], [-1.868, -3.426, 1.193], [-2.672, -3.921, 2.198], [-1.417, -2.643, -1.054], [-0.063, -3.001, -1.023], [0.418, -4.280, -0.593], [1.771, -4.194, -0.523], [2.127, -2.862, -0.910], [0.995, -2.186, -1.281], [3.381, -2.278, -0.704], [3.679, -0.924, -0.923], [4.879, -0.265, -0.543], [4.667, 1.078, -0.717], [3.357, 1.225, -1.238], [2.663, 2.442, -1.510], [2.639, 3.508, -0.569], [3.153, 3.335, 0.735], [2.863, 4.206, 1.758], [2.063, 5.323, 1.527], [1.645, 6.193, 2.493], [1.842, 5.810, 3.836], [1.644, 5.583, 0.218], [1.919, 4.705, -0.799], [1.716, 2.453, -2.622], [0.693, 1.568, -2.662], [-0.111, 1.917, -3.731], [-1.379, 1.339, -3.901], [-2.348, 1.745, -4.891], [-2.546, 3.079, -5.269], [-3.565, 3.449, -6.126], [-4.431, 2.493, -6.643], [-5.491, 2.758, -7.481], [-5.818, 4.101, -7.711], [-4.236, 1.154, -6.299], [-3.217, 0.790, -5.453], [-1.884, 0.515, -2.779], [-3.333, 0.164, -2.516], [-3.249, -1.117, -1.837], [-1.912, -1.459, -1.683], [-1.084, -0.511, -2.211], [0.512, 2.970, -4.437], [1.642, 3.326, -3.709], [2.797, 0.003, -1.417], [4.321, -3.104, 0.090], [4.946, -4.241, -0.413], [5.655, -5.084, 0.419], [5.752, -4.815, 1.784], [6.422, -5.745, 2.539], [6.402, -5.598, 3.936], [5.165, -3.661, 2.287], [4.461, -2.820, 1.443], [-5.340, -5.133, 4.739], [-4.306, -3.718, 4.445], [-3.599, -5.356, 4.433], [-5.316, -4.859, 0.326], [-3.890, -3.943, -1.463], [-0.893, -3.034, 1.438], [-2.310, -3.892, 3.213], [-0.206, -5.128, -0.380], [2.459, -4.955, -0.205], [5.771, -0.743, -0.189], [5.363, 1.881, -0.561], [3.732, 2.453, 0.960], [3.237, 3.987, 2.747], [1.264, 6.509, 4.440], [2.898, 5.887, 4.116], [1.489, 4.791, 4.016], [1.055, 6.470, 0.038], [1.543, 4.916, -1.787], [-1.926, 3.852, -4.839], [-3.691, 4.496, -6.362], [-6.710, 4.092, -8.336], [-5.020, 4.635, -8.237], [-6.037, 4.622, -6.773], [-4.917, 0.422, -6.706], [-3.057, -0.254, -5.227], [-4.156, 0.366, -3.188], [-4.101, -1.688, -1.522], [0.181, 3.407, -5.359], [2.352, 4.099, -3.939], [4.856, -4.474, -1.465], [6.122, -5.978, 0.036], [6.910, -6.474, 4.337], [5.379, -5.570, 4.322], [6.935, -4.696, 4.257], [5.225, -3.420, 3.337], [3.960, -1.954, 1.845], [-0.516, -2.709, 5.692], [-0.193, -1.426, 5.408], [0.527, -1.157, 4.294], [0.880, 0.111, 3.952], [1.674, 0.344, 2.762], [1.176, -0.527, 1.538], [1.278, -1.740, 1.647], [0.721, 0.153, 0.598], [0.519, 1.190, 4.727], [0.827, 2.335, 4.475], [-0.215, 0.869, 5.849], [-0.615, -0.389, 6.316], [-1.223, -0.493, 7.361], [0.825, -1.929, 3.597], [2.712, 0.062, 2.963], [1.618, 1.401, 2.500], [-0.475, 1.656, 6.433], [-2.412, -0.023, 1.231], [-2.432, 1.625, 0.137], [-0.890, 2.845, 0.387], [-4.076, 2.665, 0.613], [-2.718, 1.353, -1.798], [-2.528, 0.223, 2.283], [-1.471, -0.539, 1.095], [-3.217, -0.689, 0.935], [-0.949, 3.353, 1.346], [-0.875, 3.593, -0.399], [0.035, 2.284, 0.343], [-4.029, 3.009, 1.642], [-4.975, 2.068, 0.493], [-4.160, 3.539, -0.027], [-3.016, 2.294, -2.261]],
  "multiplicity": 2,
  "s2": 0.776,
  "gap_ev": [4.26, 4.11],
  "total_charge": -1,
  "homo_ev": [-3.31, -3.13]
}

(2)
{
  "formula": "C58H50N5O4OsP",
  "method": "wB97M-V/def2-TZVPD",
  "species": ["Os", "C", "O", "C", "C", "C", "C", "C", "C", "C", "C", "C", "C", "C", "N", "C", "C", "C", "C", "C", "C", "C", "C", "C", "C", "O", "C", "C", "C", "C", "N", "C", "C", "C", "C", "C", "C", "O", "C", "C", "C", "C", "C", "C", "C", "N", "C", "C", "N", "C", "C", "C", "C", "O", "C", "C", "C", "H", "H", "H", "H", "H", "H", "H", "H", "H", "H", "H", "H", "H", "H", "H", "H", "H", "H", "H", "H", "H", "H", "H", "H", "H", "H", "H", "H", "H", "H", "H", "H", "H", "H", "H", "H", "C", "P", "C", "C", "H", "H", "H", "H", "H", "H", "H", "H", "H", "N", "C", "C", "C", "C", "C", "C", "C", "H", "H", "H", "H", "H"],
  "positions_angstrom": [[0.166, -0.044, 0.246], [4.650, 4.479, 7.851], [5.224, 3.841, 6.711], [4.408, 3.268, 5.822], [5.028, 2.639, 4.737], [4.273, 2.020, 3.769], [2.870, 2.044, 3.821], [2.265, 2.664, 4.916], [3.016, 3.252, 5.920], [2.047, 1.412, 2.771], [1.066, 2.199, 2.142], [0.841, 3.577, 2.408], [-0.303, 3.929, 1.754], [-0.771, 2.772, 1.075], [0.113, 1.742, 1.260], [-1.966, 2.718, 0.322], [-2.367, 1.606, -0.439], [-3.619, 1.501, -1.112], [-3.653, 0.273, -1.697], [-2.424, -0.374, -1.383], [-2.094, -1.687, -1.789], [-3.064, -2.398, -2.644], [-3.457, -1.880, -3.885], [-4.346, -2.557, -4.686], [-4.911, -3.761, -4.254], [-5.780, -4.335, -5.093], [-6.420, -5.543, -4.686], [-4.555, -4.278, -3.007], [-3.632, -3.602, -2.224], [-0.946, -2.387, -1.375], [-0.033, -1.963, -0.438], [0.769, -3.037, -0.158], [1.695, -3.106, 0.909], [2.285, -4.417, 1.232], [2.099, -4.975, 2.497], [2.629, -6.213, 2.825], [3.392, -6.906, 1.886], [3.967, -8.093, 2.107], [3.844, -8.670, 3.407], [3.593, -6.353, 0.617], [3.036, -5.139, 0.292], [2.042, -2.011, 1.722], [3.023, -2.054, 2.751], [3.124, -0.795, 3.264], [2.237, 0.031, 2.523], [1.579, -0.723, 1.586], [0.411, -4.129, -0.994], [-0.629, -3.715, -1.772], [-1.658, 0.445, -0.601], [-2.866, 3.883, 0.384], [-3.349, 4.334, 1.613], [-4.234, 5.398, 1.692], [-4.640, 6.047, 0.525], [-5.491, 7.078, 0.487], [-6.064, 7.533, 1.712], [-4.144, 5.616, -0.710], [-3.284, 4.546, -0.778], [5.471, 4.960, 8.368], [4.183, 3.746, 8.511], [3.918, 5.232, 7.557], [6.109, 2.656, 4.678], [4.775, 1.531, 2.944], [1.185, 2.651, 5.003], [2.515, 3.690, 6.772], [1.481, 4.216, 2.994], [-0.775, 4.897, 1.724], [-4.392, 2.251, -1.111], [-4.463, -0.164, -2.258], [-3.044, -0.937, -4.230], [-4.635, -2.173, -5.657], [-7.016, -5.385, -3.786], [-5.690, -6.335, -4.511], [-7.070, -5.827, -5.506], [-4.995, -5.192, -2.637], [-3.375, -4.000, -1.248], [1.498, -4.447, 3.228], [2.439, -6.628, 3.805], [4.267, -8.012, 4.167], [4.405, -9.596, 3.376], [2.800, -8.885, 3.643], [4.207, -6.897, -0.090], [3.218, -4.720, -0.692], [3.584, -2.927, 3.046], [3.748, -0.466, 4.079], [0.869, -5.104, -0.987], [-1.138, -4.274, -2.540], [-3.060, 3.817, 2.520], [-4.604, 5.709, 2.659], [-6.652, 6.745, 2.184], [-6.712, 8.361, 1.449], [-5.293, 7.882, 2.402], [-4.455, 6.144, -1.603], [-2.903, 4.232, -1.743], [3.312, -0.859, -1.641], [2.701, 0.698, -0.907], [4.114, 1.130, 0.174], [2.967, 1.883, -2.277], [4.312, -0.706, -2.053], [2.638, -1.183, -2.435], [3.357, -1.637, -0.876], [4.986, 1.357, -0.442], [4.351, 0.289, 0.826], [3.880, 2.003, 0.783], [4.032, 1.915, -2.514], [2.637, 2.883, -1.992], [2.419, 1.566, -3.160], [0.338, 0.223, -2.607], [-0.045, 0.597, -3.625], [-0.518, 1.063, -4.901], [-0.466, 2.425, -5.199], [-0.919, 2.866, -6.430], [-1.424, 1.957, -7.351], [-1.469, 0.600, -7.053], [-1.008, 0.146, -5.830], [-0.069, 3.121, -4.472], [-0.876, 3.919, -6.674], [-1.778, 2.307, -8.313], [-1.858, -0.102, -7.778], [-1.004, -0.912, -5.594]],
  "multiplicity": 5,
  "s2": 6.085,
  "gap_ev": [5.39, 4.49],
  "total_charge": 2,
  "homo_ev": [-11.53, -12.31]
}

| no. | E_tot (hartree) |
| --- | --- |
| 1 | -5451.78498 |
| 2 | -3246.45804 |